Record 1
A structure of composition C27H28IN3O2Pt at a distorted geometry. Source: the OMol25 dataset; level of theory: ωB97M-V with the def2-TZVPD basis set.

```
! wB97M-V def2-TZVPD RIJCOSX def2/J DEFGRID3
* xyz 0 3
H -4.797 0.915 5.820
H -2.875 1.549 6.521
H -0.012 -0.218 -6.788
C 3.137 0.710 -0.587
H -4.737 0.267 4.210
Pt 0.446 0.133 -1.128
C -0.747 -4.261 3.613
C 4.510 1.927 -2.133
H -3.024 -3.430 4.684
N 0.673 -0.566 -3.027
C -0.929 -1.382 4.885
H -2.700 -2.643 3.138
H -1.441 -6.260 3.187
H -1.617 -1.433 -5.285
O 0.586 -1.767 -0.212
H -0.421 1.343 6.870
C -0.677 -1.065 -4.924
C 4.191 1.568 -0.813
H -1.067 -1.623 -2.825
H -5.254 -0.765 5.532
H -4.010 0.110 2.946
H -0.731 -6.154 0.786
H 0.319 -4.082 -0.110
N 2.380 0.297 -1.635
O 1.086 -0.775 1.792
C -0.009 -4.132 0.922
C -0.272 -0.496 5.749
H 4.683 1.988 0.061
H -3.707 0.901 1.423
C -0.265 -3.058 3.075
C 3.764 1.428 -3.223
H 2.076 0.806 -5.777
C -0.583 -5.300 1.439
H 0.669 -1.347 3.561
H 3.919 1.803 -4.243
C -2.249 1.376 2.912
H 2.727 0.414 0.370
N -0.142 -1.905 3.855
H 0.810 -0.618 5.876
C -4.534 0.012 5.252
H -0.991 -4.311 4.664
C 1.420 0.162 -5.193
C -3.107 -2.475 4.146
H -2.755 2.286 3.265
C -3.190 0.454 2.289
H -1.302 1.672 2.382
C -3.063 -0.334 5.485
C -0.952 0.568 6.309
C -0.960 -5.364 2.789
I -0.914 2.109 -0.874
C 0.178 -3.013 1.718
C 0.240 -0.370 -5.745
H 5.308 2.644 -2.290
C 0.654 -1.732 1.105
H -2.635 -0.422 1.882
C 1.656 -0.004 -3.805
H -1.944 1.060 3.927
C -2.330 0.660 6.159
H -4.173 -2.250 4.072
C -2.384 -1.413 4.898
C 2.702 0.544 -2.950
C -0.413 -1.180 -3.560
*
```

Values from the calculation:
HOMO energy (alpha / beta)	-6.87 / -6.86	eV
orbital gap (alpha / beta)	5.63 / 5.62	eV
<S²>	2.013



Record 2
A structure of composition C27H28N2O3P2S2Tm at a distorted geometry. Source: the OMol25 dataset; level of theory: ωB97M-V with the def2-TZVPD basis set.

```
! wB97M-V def2-TZVPD RIJCOSX def2/J DEFGRID3
* xyz 1 3
C 0.480 -0.042 6.900
Tm 0.106 0.071 0.972
H 1.356 0.907 -0.244
C -0.773 -0.626 3.541
H 4.620 0.254 -4.384
C 2.424 -0.144 0.998
H -0.304 -0.563 8.825
H 1.330 -4.196 -0.231
C -1.603 -1.291 7.204
H -4.360 0.884 -0.487
C 1.434 -0.275 -3.199
H -2.269 -2.618 -0.878
H -2.670 -1.854 5.359
H -3.491 -0.698 -0.606
C 2.369 1.829 -4.013
C 1.536 -1.678 -2.927
N 0.365 -0.005 3.107
S -1.944 -1.069 2.416
H -2.299 2.852 1.188
S 1.395 0.538 4.347
C -1.438 -3.120 -0.363
C 0.824 3.825 -4.057
C 0.076 1.651 -3.211
H -0.685 5.382 -4.066
H -0.572 -1.986 -2.867
C -1.462 3.541 -3.287
C -1.210 2.224 -2.949
C 1.137 2.463 -3.767
H -3.274 3.215 -0.295
H 3.178 2.406 -4.470
C -2.259 1.346 -2.322
H -3.265 1.771 -2.478
C 0.328 -2.405 -2.382
H -1.680 -3.172 0.705
P 0.082 -2.144 -0.574
C 3.846 -1.626 -3.674
C -1.801 -1.364 5.825
C 2.562 0.460 -3.732
H -2.322 -1.747 7.884
O 3.575 -0.263 0.987
H 1.307 -3.167 1.251
H -2.465 3.936 -3.110
O 2.626 -0.197 4.282
H 1.391 0.463 7.241
H 2.795 -3.395 -2.959
H -3.581 0.142 0.962
H -1.490 3.529 -0.256
C 1.414 -3.170 0.154
H 1.588 4.463 -4.501
C 3.761 -0.273 -3.959
H 2.393 -2.739 -0.102
O 1.423 1.975 4.320
H 4.771 -2.178 -3.854
C -2.299 2.864 0.085
P -1.942 1.157 -0.497
C -3.510 0.290 -0.125
C -0.834 -0.771 4.975
C -0.445 4.344 -3.830
H -2.183 0.326 -2.738
N 0.281 0.355 -2.909
H -1.298 -4.125 -0.776
C -0.473 -0.631 7.744
H 0.419 -3.486 -2.565
C 0.274 -0.118 5.537
C 2.736 -2.328 -3.165
*
```

Values from the calculation:
HOMO energy (alpha / beta)	-10.32 / -10.32	eV
orbital gap (alpha / beta)	6.50 / 6.51	eV
<S²>	2.003



Record 3
A structure of composition C27H28N3NiS2. Source: the OMol25 dataset; level of theory: ωB97M-V with the def2-TZVPD basis set.

```
! wB97M-V def2-TZVPD RIJCOSX def2/J DEFGRID3
* xyz 1 3
C 0.917 -3.686 -1.720
H 4.068 3.454 -0.830
C -3.603 -2.017 -2.274
N 1.937 -0.478 -0.156
C -1.072 -0.694 4.315
H 5.577 0.929 2.274
C -2.079 -3.246 -0.275
C -1.718 -0.460 -2.866
H 3.428 -2.266 -2.264
N -0.440 -0.466 2.088
H 0.998 1.782 -1.313
H -0.930 -0.819 -3.532
H -2.485 0.010 -3.478
H 3.546 -3.165 -0.762
C -1.345 0.480 2.198
H -1.968 -4.333 1.564
C 4.940 2.289 0.747
C -0.147 -2.312 5.791
H -5.157 -3.373 -1.698
Ni 0.006 0.050 0.140
H -3.818 -4.434 0.079
C -3.387 -3.647 -0.526
H 1.531 -3.631 -2.620
H 1.402 -4.395 -1.046
C 4.870 1.114 1.475
C 3.820 -1.078 2.069
C 0.829 -2.339 -1.087
C 3.005 0.420 0.172
C -2.308 -1.575 -2.049
C -1.293 -3.891 0.834
H -0.094 -2.775 6.767
H 3.257 -0.871 2.981
C 3.897 0.155 1.208
C 3.036 1.604 -0.562
N -0.244 -1.706 -0.828
C -1.561 -2.220 -1.065
H 4.244 -1.535 -0.871
C 0.676 -2.776 4.760
H 2.159 1.161 -2.493
H 1.357 -3.594 4.951
C 0.632 -2.204 3.504
C 2.106 -1.589 -0.753
C 2.040 1.858 -1.661
S -1.657 1.454 0.795
H -1.283 0.325 -2.236
C -1.029 -1.269 5.580
H 1.268 -2.560 2.704
H 4.819 -1.398 2.365
H -1.667 -0.911 6.376
C 4.024 2.532 -0.265
H -4.197 -1.537 -3.041
H 2.155 2.868 -2.050
C -0.250 -1.151 3.281
H -0.666 -3.170 1.359
H -0.651 -4.694 0.465
S -2.070 0.620 3.751
C 3.414 -2.164 -1.177
H -0.069 -4.059 -1.981
C -4.142 -3.048 -1.520
H 3.336 -1.919 1.575
H 5.705 3.020 0.970
*
```

Values from the calculation:
HOMO energy (alpha / beta)	-10.88 / -10.87	eV
orbital gap (alpha / beta)	6.97 / 6.82	eV
<S²>	2.007



Record 4
A structure of composition C27H28N4O4 at a distorted geometry. Source: the OMol25 dataset; level of theory: ωB97M-V with the def2-TZVPD basis set.

```
! wB97M-V def2-TZVPD RIJCOSX def2/J DEFGRID3
* xyz 0 1
C 5.490 -0.398 -0.343
H 6.544 -0.332 -0.066
C 2.574 3.697 0.689
C 0.669 4.647 -0.286
H 1.593 -1.622 2.494
H -2.826 1.203 0.703
H -1.182 -3.122 0.647
H -1.337 0.532 -2.496
C 0.495 -0.241 1.241
C -2.311 0.844 0.018
H -5.761 2.372 -2.552
H -4.707 -2.974 -0.083
C 4.835 -1.635 0.069
H -3.423 -0.466 1.866
H 2.391 -4.084 2.693
H 3.021 -0.207 -1.747
H 3.389 3.338 1.298
H 0.936 1.086 -1.698
H 2.755 5.753 0.226
C 2.634 -4.172 1.284
H -4.763 -2.254 2.482
H 2.849 -5.230 1.070
H 1.541 -3.937 1.018
C 0.511 3.492 0.229
H -1.190 -2.689 2.572
C 1.563 -1.071 1.287
H -3.870 -4.196 0.358
C -1.668 -3.321 1.599
C -2.944 -2.721 1.667
O -1.823 3.627 -0.151
N 5.531 -2.772 0.306
H -2.981 -3.293 -0.605
H -1.757 -4.385 1.776
H -4.885 1.687 -0.290
C -3.781 -2.798 2.681
C -2.187 -0.653 0.376
C 2.135 4.877 0.300
H -4.420 1.999 -4.669
H 0.114 5.201 -0.920
N -2.905 1.111 -3.673
O 1.563 2.755 0.953
N -0.865 1.410 -0.030
N -2.820 -1.361 1.273
C -4.323 1.522 -1.287
H 5.457 -0.346 -1.610
C -4.742 1.961 -2.380
H 4.967 0.412 -0.080
C 0.232 0.655 0.157
C -2.237 0.934 -2.597
C -2.854 1.331 -1.293
C 2.571 -0.966 0.506
C -0.786 2.822 0.130
H -4.127 -3.738 2.822
C -3.711 -3.186 0.196
C 3.686 -1.909 0.486
H -3.345 -2.429 3.458
H -0.342 0.023 2.212
O 4.869 -3.687 0.777
C 2.318 -0.442 -0.835
O -1.534 -1.397 -0.668
C 3.712 -3.148 0.703
C 1.119 0.346 -0.799
C -4.105 1.764 -3.597
*
```

Values from the calculation:
HOMO energy	-8.39	eV
orbital gap	8.36	eV



no.,calculated total energy (hartree)
1,-1777.35212
2,-3945.01491
3,-3514.49209
4,-1564.90469